(1)
One molecule with the formula C4H8ClN3. Source: the Open Molecules 2025 dataset; level of theory: ωB97M-V/def2-TZVPD.

## Properties
SMILES   [H]/N=C\NN1C[C@@H]1CCl
Orbital gap   0.3650 Ha
E_LUMO   0.030 Eh

CARTESIAN COORDINATES (ANGSTROEM)
Cl  3.4218  -0.5354  -0.3856
N  -0.8928  -0.4194  0.0719
N  -0.2233  0.7708  0.5778
N  -3.2572  -0.8597  -0.2877
C  1.6800  -0.7174  0.2832
C  -2.1468  -0.1793  -0.5033
C  0.5677  1.3658  -0.5366
C  1.1424  0.5224  0.7041
H  1.7051  0.9930  1.5770
H  -1.0252  -0.8550  0.9073
H  -2.2588  0.9154  -0.9952
H  -3.0422  -1.5943  0.3554
H  1.0229  -1.2017  -0.5215
H  1.9055  -1.5019  1.0659
H  0.6607  2.4186  -0.7670
H  0.7403  0.8779  -1.5456

(2)
One molecule with the formula C4H8ClNO. Source: the Open Molecules 2025 dataset; level of theory: ωB97M-V/def2-TZVPD.

## Properties
SMILES   C[C@H](Cl)[C@H](C)N=O
Orbital gap   0.3315 Ha
E_LUMO   -0.014 Eh

CARTESIAN COORDINATES (ANGSTROEM)
Cl  -2.1488  -0.9584  0.1865
O  2.2674  -1.2739  -0.5226
N  1.7083  -0.2561  -0.1195
C  0.4747  -0.5332  0.6168
C  -0.5833  0.6389  -1.4733
C  0.1507  0.5741  1.6097
C  -0.6024  -0.5839  -0.6287
H  -0.8427  0.5077  1.8698
H  0.5603  0.7587  -1.7494
H  -0.4376  -1.5194  -1.1258
H  -1.1226  0.4395  -2.3916
H  0.7937  0.5207  2.4410
H  0.4638  -1.4562  1.1364
H  0.3396  1.6063  1.1706
H  -1.0211  1.5353  -1.0199

(3)
A 2-piece molecular cluster, C4H8ClNO overall. Source: the Open Molecules 2025 dataset; level of theory: ωB97M-V/def2-TZVPD.

## Properties
Orbital gap   0.3344 Ha
E_LUMO   0.030 Eh

CARTESIAN COORDINATES (ANGSTROEM)
Cl  1.4957  -0.7043  -1.6510
O  -0.2150  -1.1856  1.1118
N  -0.2552  1.2157  0.8520
C  0.3725  -1.4116  2.3776
C  -0.3382  0.0085  0.5709
C  -0.2939  1.1603  -2.2962
C  -0.0844  -0.1506  -1.6447
H  -0.1022  1.5930  1.8283
H  -0.8361  -0.9042  -1.9601
H  -1.2780  1.5171  -2.4431
H  1.4522  -1.4906  2.3748
H  0.0365  1.9233  -1.6778
H  0.0364  1.2459  -3.3027
H  -0.1241  -2.2804  2.8148
H  0.1339  -0.5364  3.0452

(4)
A 2-piece molecular cluster, C4H8ClNS overall. Source: the Open Molecules 2025 dataset; level of theory: ωB97M-V/def2-TZVPD.

## Properties
Orbital gap (spin up / spin down)   0.2997 / 0.2996 Ha
E_LUMO (spin up / spin down)   -0.004 / -0.004 Eh

CARTESIAN COORDINATES (ANGSTROEM)
Cl  -0.9519  1.2100  0.7922
S  0.1004  -1.2037  -0.6110
N  2.2355  0.2635  1.2575
C  -1.1476  -0.6420  0.5229
C  2.0936  1.2441  -1.0193
C  -2.5550  -1.0612  -0.0344
C  1.9160  0.4281  0.1112
H  1.6254  -0.2264  1.9626
H  1.1878  1.7660  -1.3255
H  -3.3086  -1.1592  0.8204
H  2.9415  1.9385  -0.8701
H  2.3967  0.7507  -1.8656
H  -1.1176  -0.9202  1.6484
H  -2.5302  -2.0534  -0.5257
H  -2.8860  -0.3348  -0.8638

(5)
A 2-piece molecular cluster, C4H8ClOP overall. Source: the Open Molecules 2025 dataset; level of theory: ωB97M-V/def2-TZVPD.

## Properties
Multiplicity   3
Orbital gap (spin up / spin down)   0.1865 / 0.2633 Ha
E_LUMO (spin up / spin down)   0.028 / -0.102 Eh

CARTESIAN COORDINATES (ANGSTROEM)
Cl  2.3606  0.0867  1.4831
P  0.3887  0.0352  1.9119
O  0.1857  1.3061  2.8404
C  0.5440  -1.2887  3.1926
C  -0.5203  0.9930  -1.5231
C  -0.5806  -0.0648  -2.0580
C  -0.5682  2.2092  -0.8126
H  -0.3812  -1.4273  3.7139
H  0.7800  -2.1246  2.7259
H  1.2240  -0.9891  4.0363
H  -0.6365  -0.8380  -2.8204
H  0.3276  1.0401  3.7229
H  -1.4318  2.1374  -0.1667
H  -0.6323  3.0745  -1.4770
H  0.3560  2.3372  -0.2393

(6)
C4H8CsO5S as an isolated structure. Source: the Open Molecules 2025 dataset; level of theory: ωB97M-V/def2-TZVPD.

## Properties
Charge   -1
Orbital gap   0.1444 Ha
E_LUMO   0.051 Eh

CARTESIAN COORDINATES (ANGSTROEM)
Cs  1.8199  -1.1065  1.2517
S  4.7130  0.3754  -0.3146
O  3.9674  0.9221  0.8051
O  3.7809  -0.5049  -0.9471
O  5.8564  -0.4096  0.1117
O  5.1637  1.4701  -1.1823
O  -0.5441  -0.3342  -0.3152
C  -1.0536  0.8961  0.2864
C  -2.3760  0.4983  0.9038
C  -1.6543  -0.9880  -0.8930
C  -2.8302  -0.6329  -0.0167
H  -3.2119  -1.4866  0.5432
H  -1.1987  1.6606  -0.4770
H  -1.3851  -2.0442  -0.8926
H  -3.1608  1.2455  0.7861
H  -3.6043  -0.1866  -0.6411
H  -1.7670  -0.7513  -1.9510
H  -0.3081  1.2134  1.0155
H  -2.2071  0.1633  1.9272

(7)
C4H8F6FeIN2O3Sb as an isolated structure. Source: the Open Molecules 2025 dataset; level of theory: ωB97M-V/def2-TZVPD.

## Properties
Multiplicity   6
Charge   +1
Orbital gap (spin up / spin down)   0.3386 / 0.2710 Ha
E_LUMO (spin up / spin down)   -0.141 / -0.223 Eh

CARTESIAN COORDINATES (ANGSTROEM)
I  -3.0952  0.8443  -0.9867
Sb  1.5911  2.6667  0.5952
Fe  1.2433  -0.3240  0.5602
F  2.6189  3.6537  1.7568
F  2.9168  1.3314  0.2055
F  1.8366  3.7316  -0.8859
F  1.2490  1.2690  1.9688
F  -0.0832  3.2899  1.0971
F  0.6082  1.3527  -0.5139
O  2.1095  -1.7663  -0.3709
O  -0.6549  -0.6583  1.0675
O  2.8058  -3.4338  -1.7523
N  -1.5412  0.9133  2.4228
N  -0.2181  -1.4206  -2.0682
C  -1.6429  0.0186  1.4674
C  -2.9857  -0.2188  0.8609
C  0.5971  -2.4340  -2.4160
C  2.1329  -2.5832  -1.3008
H  -3.7998  0.1349  1.4844
H  -0.0689  -0.4859  -2.4213
H  0.2094  -3.4313  -2.2351
H  -3.1130  -1.2704  0.6274
H  -2.3333  1.4714  2.6980
H  1.1016  -2.3058  -3.3670
H  -0.6325  1.1569  2.7930
H  -0.8515  -1.5022  -1.2870

(8)
One molecule with the formula C4H8FN. Source: the Open Molecules 2025 dataset; level of theory: ωB97M-V/def2-TZVPD.

## Properties
SMILES   CN1CC(F)C1
Orbital gap   0.3422 Ha
E_LUMO   0.039 Eh

CARTESIAN COORDINATES (ANGSTROEM)
F  -2.0836  0.0171  -0.4942
N  0.8194  -0.0017  -0.2449
C  -0.0498  1.0552  0.1976
C  -1.0993  -0.0024  0.4438
C  -0.0636  -1.0807  0.2166
C  2.2739  0.0094  -0.1639
H  -0.2272  1.8625  -0.4818
H  0.3281  1.4506  1.2206
H  2.6527  1.0458  -0.2912
H  2.7143  -0.4082  0.7683
H  -1.6035  -0.0291  1.3655
H  0.3063  -1.6174  1.0420
H  -0.2700  -1.7341  -0.6497
H  2.7479  -0.6000  -0.9768

Computed energy relative to the best compared isomer or geometry (same formula, charge and spin) (kcal/mol) in order:
92.42, 62.39, 82.93, 46.29, 80.88, 13.78, 5.43, 33.04
Computed largest force on an atom (eV/A) in order:
5.1, 3.6, 4.3, 3.5, 4.7, 5.3, 0.4, 3.3